Entry 1:
The following is a DFT calculation (ωB97M-V/def2-TZVPD) of a structure of composition C28H50BrN2O9.

```
90
Properties=species:S:1:pos:R:3:mulliken_charge:R:1
C -1.6314 3.2747 -5.5514 -1.257
C -1.3470 2.1075 -4.6071 -0.074
C -1.9270 2.3026 -3.2033 -0.638
C -1.5070 3.5782 -2.4981 -0.725
N -0.0485 3.6929 -2.1654 0.027
C 0.5719 2.4639 -1.7921 -0.136
C 1.6350 1.9549 -2.5423 1.422
C 2.2592 2.6375 -3.7352 0.346
O 3.3411 2.2921 -4.0690 -0.474
O 1.5695 3.5683 -4.4545 -0.373
Br 2.1370 5.2560 -4.0168 0.080
C 2.2068 0.7357 -2.1722 -1.497
C 1.7446 0.0646 -1.0777 -0.891
N 0.7417 0.5799 -0.3462 0.507
C 0.1545 1.7353 -0.6683 -0.116
O -0.8405 2.1666 0.1265 -0.489
H -0.8604 4.0374 -5.5355 0.216
H -2.6129 3.6911 -5.3347 0.341
H -1.6865 2.8900 -6.5668 0.404
H -0.2944 1.8347 -4.5800 0.006
H -1.8651 1.2414 -5.0185 0.410
H -3.0052 2.3836 -3.3386 0.471
H -1.7682 1.4009 -2.6081 0.235
H -2.1342 3.7581 -1.6277 0.314
H -1.7203 4.4003 -3.1791 0.500
H -0.0119 4.2896 -1.3433 0.357
H 3.0223 0.3493 -2.7654 0.828
H 2.1703 -0.8789 -0.7801 0.818
H 0.3968 0.1161 0.4943 0.128
H -0.5601 2.9813 0.5658 0.363
C -1.5965 0.0821 4.0531 -1.131
C -0.3157 -0.5173 3.5463 0.892
O -0.1636 -0.7691 2.3630 -0.690
C 0.7703 -0.7940 4.5520 -1.134
H -2.2882 0.2267 3.2316 0.297
H -2.0574 -0.5824 4.7843 0.359
H -1.3910 1.0478 4.5189 0.325
H 0.4077 -1.4956 5.3043 0.344
H 1.0643 0.1355 5.0418 0.360
H 1.6412 -1.2249 4.0607 0.247
C 1.9832 -3.5491 1.9849 0.120
C 3.2882 -3.7600 2.7047 0.826
O 3.7404 -2.9184 3.4501 -0.573
C 4.0055 -5.0628 2.4539 -1.060
H 1.5774 -2.5758 2.2526 -0.363
H 2.1342 -3.5802 0.9080 -0.122
H 1.2688 -4.3229 2.2689 0.371
H 4.2422 -5.1579 1.3930 0.178
H 3.3754 -5.9001 2.7565 0.327
H 4.9281 -5.0862 3.0297 0.342
C 3.5188 -4.9578 -2.5118 -0.868
C 2.1435 -5.2532 -1.9753 0.645
O 1.8332 -4.9177 -0.8534 -0.482
C 1.1743 -5.9536 -2.8929 -1.218
H 4.1084 -4.4543 -1.7489 0.287
H 4.0264 -5.8791 -2.8022 0.403
H 3.4241 -4.2952 -3.3738 0.221
H 1.5694 -6.9290 -3.1796 0.348
H 1.0104 -5.3548 -3.7900 0.327
H 0.2253 -6.0928 -2.3804 0.309
C 5.5990 -0.8876 -5.4225 -0.996
C 5.3606 -1.8767 -4.3120 0.832
O 4.4821 -1.7108 -3.4908 -0.468
C 6.2626 -3.0840 -4.2595 -1.088
H 4.8863 -0.0692 -5.3436 0.157
H 6.6101 -0.4847 -5.3521 0.342
H 5.4742 -1.3759 -6.3899 0.337
H 7.2988 -2.7669 -4.1376 0.394
H 6.1655 -3.6670 -5.1763 0.340
H 5.9801 -3.7024 -3.4111 0.171
C -6.2307 -0.5373 2.1186 -1.224
C -5.6348 0.6038 2.9042 0.785
O -4.5588 0.5001 3.4528 -0.467
C -6.4345 1.8797 2.9768 -0.849
H -5.5560 -1.3901 2.1469 0.304
H -7.1888 -0.8280 2.5512 0.341
H -6.3823 -0.2372 1.0808 0.336
H -7.4007 1.6895 3.4462 0.344
H -6.5901 2.2776 1.9730 0.341
H -5.8902 2.6149 3.5662 0.066
C -4.1895 2.9969 6.2048 -0.767
C -4.4694 4.4747 6.0765 0.809
O -4.5980 4.9953 4.9918 -0.563
C -4.5815 5.2686 7.3545 -1.129
H -4.1369 2.5561 5.2110 -0.006
H -3.2375 2.8400 6.7148 0.379
H -4.9904 2.5122 6.7654 0.344
H -3.6487 5.2059 7.9169 0.321
H -5.3962 4.8789 7.9664 0.316
H -4.7833 6.3104 7.1176 0.312
```

Its net charge is +1. As for the spin multiplicity: 1. As for the HOMO energy: -11.1 eV. The gap between HOMO and LUMO comes out at 6.796 eV. Its LUMO energy is -4.30 eV.

---

Entry 2:
The following is a DFT calculation (ωB97M-V/def2-TZVPD) of a cluster of 3 separate species, C28H50F3N4O2 in total.

```
87
Properties=species:S:1:pos:R:3:lowdin_spin:R:1
C 6.8803 -1.4828 -1.5833 0.000
C 6.4896 -0.2390 -0.7920 0.000
C 6.5065 0.9997 -1.6931 0.000
C 5.1882 -0.3906 0.0335 0.000
C 3.9130 -0.3531 -0.7793 0.000
C 3.6574 -1.4630 -1.5983 0.000
C 2.5193 -1.5031 -2.3712 0.000
C 1.6433 -0.4344 -2.3355 0.000
N 1.8730 0.6157 -1.5344 0.000
N 0.8841 1.6275 -1.5007 0.000
C 2.9807 0.6917 -0.7491 0.000
C 3.2124 1.8571 0.2182 0.000
F 2.3147 2.8254 0.1467 0.000
F 3.1867 1.3856 1.4576 0.000
F 4.3928 2.4069 -0.0089 0.000
H 6.8998 -2.3718 -0.9553 0.000
H 7.8729 -1.3594 -2.0053 0.000
H 6.2189 -1.6344 -2.4351 0.000
H 7.2708 -0.0848 -0.0490 0.000
H 5.5837 1.0910 -2.2619 0.000
H 7.3697 0.9754 -2.3487 0.000
H 6.6272 1.8862 -1.0764 0.000
H 5.2066 0.3548 0.8153 0.000
H 5.2079 -1.3692 0.5097 0.000
H 4.3358 -2.2973 -1.6051 0.000
H 2.2764 -2.3339 -3.0112 0.000
H 0.7429 -0.4255 -2.9248 0.000
H 0.2629 1.4756 -2.2893 0.000
H 1.3345 2.5173 -1.6911 0.000
C -2.5435 2.9551 1.6891 0.003
C -2.2758 4.0841 0.6538 0.027
C -2.8980 5.4044 1.1177 0.016
C -4.4175 5.4459 0.9913 0.001
C -4.8426 5.0919 -0.4329 0.016
C -4.2784 3.7505 -0.9023 0.027
N -2.7963 3.6899 -0.6913 0.373
O -2.1738 4.3280 -1.6278 0.529
C -4.9996 2.6106 -0.1584 0.003
C -4.5895 3.5457 -2.3810 -0.001
C -0.7660 4.2630 0.5879 -0.001
H -1.6092 2.5840 2.1105 0.000
H -3.1629 3.2944 2.5195 0.000
H -3.0248 2.0883 1.2438 0.001
H -2.4800 6.2228 0.5228 0.002
H -2.5997 5.5913 2.1510 0.002
H -4.8815 4.7687 1.7136 0.000
H -4.7737 6.4466 1.2403 0.001
H -5.9316 5.0607 -0.5001 0.002
H -4.5117 5.8849 -1.1106 0.002
H -4.5442 1.6457 -0.3884 0.001
H -6.0400 2.5688 -0.4780 0.000
H -5.0121 2.7360 0.9223 0.000
H -4.2235 4.3649 -2.9964 -0.001
H -5.6686 3.4896 -2.5167 0.000
H -4.1523 2.6159 -2.7494 0.000
H -0.2878 3.3643 0.1942 0.000
H -0.3724 4.4435 1.5882 0.000
H -0.4705 5.1097 -0.0303 0.000
C -0.1808 -3.0978 2.8870 0.003
C -0.5493 -2.8864 1.3919 0.027
C -2.0685 -2.9102 1.1973 0.017
C -2.6818 -4.3023 1.3074 0.001
C -1.9805 -5.2695 0.3570 0.016
C -0.4660 -5.3070 0.5608 0.027
N 0.1097 -3.9230 0.5374 0.383
O 0.2245 -3.4985 -0.6767 0.515
C -0.1475 -6.0251 1.8855 0.002
C 0.1825 -6.1468 -0.5346 -0.001
C -0.0401 -1.4966 1.0167 -0.001
H 0.3311 -2.2250 3.2908 0.000
H -1.0595 -3.2752 3.5068 0.000
H 0.5055 -3.9273 3.0322 0.001
H -2.3087 -2.5034 0.2089 0.002
H -2.5267 -2.2391 1.9263 0.002
H -2.6276 -4.6638 2.3375 0.000
H -3.7427 -4.2509 1.0584 0.001
H -2.3796 -6.2766 0.4874 0.002
H -2.2031 -4.9778 -0.6744 0.002
H 0.9181 -5.9697 2.1128 0.001
H -0.4122 -7.0780 1.8009 0.000
H -0.7011 -5.6337 2.7363 0.000
H -0.0761 -5.7952 -1.5317 -0.001
H -0.1636 -7.1756 -0.4503 0.000
H 1.2695 -6.1458 -0.4389 0.000
H 1.0506 -1.4476 1.0777 0.000
H -0.4543 -0.7685 1.7133 0.000
H -0.3458 -1.2006 0.0122 0.000
```

Its net charge is +1. The expectation value of S² is 2.008. As for the spin multiplicity: 3. As for the HOMO energy (spin up / spin down): -10.4 / -11.4 eV. The gap between HOMO and LUMO (spin up / spin down) comes out at 6.314 / 7.300 eV. Its LUMO energy (spin up / spin down) is -4.06 / -4.06 eV.

---

Entry 3:
The following is a DFT calculation (ωB97M-V/def2-TZVPD) of a cluster of 11 separate species, C28H50N2O32S5 in total.

```
117
Properties=species:S:1:pos:R:3:mulliken_charge:R:1
C 0.2253 -5.1068 -0.3254 -0.436
N -0.3543 -6.2375 0.4495 1.061
O -0.0562 -6.2809 1.6350 -0.605
O -1.0453 -7.0728 -0.0904 -0.589
H -0.2513 -5.0621 -1.3047 0.266
H 1.2762 -5.3897 -0.3848 0.439
H 0.1244 -4.1719 0.2259 -0.083
C 3.5974 6.0679 -0.8318 -0.553
N 2.1129 5.7759 -0.6417 0.841
O 1.7429 4.6730 -0.3128 -0.373
O 1.4298 6.8025 -0.7972 -0.554
H 3.9569 6.1173 0.1961 0.316
H 3.8013 7.0031 -1.3531 0.290
H 4.0716 5.2783 -1.4147 0.115
O 0.0425 -0.6396 -4.8547 -0.615
C -0.4952 -1.7385 -4.7501 0.416
O -1.6186 -1.9495 -5.4485 -0.349
C -2.0929 -3.3059 -5.2947 -0.089
C -0.8575 -3.9807 -4.8088 -0.838
C -0.1115 -2.9963 -3.9499 0.921
H -2.5516 -3.8230 -6.1375 0.371
H -2.8496 -3.1949 -4.5180 -0.021
H -0.2234 -4.4027 -5.5885 0.395
H -1.0152 -4.9620 -4.3613 0.315
H 0.9722 -3.0647 -4.0446 0.539
H -0.5284 -2.7896 -2.9642 -1.041
O -0.1045 0.3956 2.8980 -0.558
C -1.2039 0.2799 3.4531 0.361
O -1.3240 0.0278 4.7405 -0.331
C -2.6209 0.1234 5.3143 -0.380
C -3.5173 0.4554 4.1040 -0.711
C -2.6149 0.3909 2.8635 0.252
H -2.7134 0.9678 5.9974 0.218
H -2.9307 -0.8635 5.6579 0.359
H -3.9101 1.4631 4.2395 0.250
H -4.3088 -0.2901 4.1814 0.314
H -2.6912 1.3225 2.3028 0.190
H -2.7861 -0.4619 2.2066 -0.102
O -0.7907 2.2062 -1.2358 -0.638
C -0.1223 1.2443 -0.8699 -0.636
O -0.4718 -0.0352 -1.2383 0.046
C 0.5531 -0.9382 -0.9130 0.555
C 1.7849 -0.0225 -0.7332 -0.785
C 1.2620 1.2720 -0.2169 1.475
H 0.7005 -1.7331 -1.6441 0.106
H 0.3613 -1.5145 -0.0078 -0.351
H 2.2936 0.0185 -1.6963 0.084
H 2.5441 -0.4139 -0.0560 0.675
H 1.8960 2.0676 -0.6083 -0.262
H 1.2109 1.1962 0.8692 -0.210
O -1.7647 -3.1646 -1.0493 -0.350
C -2.9433 -3.5415 -1.1388 0.378
O -3.3343 -4.5750 -1.9629 -0.348
C -4.6355 -4.8516 -1.6545 -0.572
C -5.0610 -4.2889 -0.3147 -0.666
C -4.1330 -3.0833 -0.2377 -0.247
H -4.8023 -5.9260 -1.5777 0.332
H -5.2143 -4.4367 -2.4797 0.359
H -4.8402 -5.0073 0.4747 0.316
H -6.1381 -4.1251 -0.2813 0.338
H -3.8172 -2.8431 0.7775 0.184
H -4.6021 -2.1691 -0.6013 0.258
C 0.5469 3.4537 3.2077 0.217
C 0.8055 4.8452 3.8024 -0.018
O -0.4994 5.3799 3.9490 -0.492
S -1.7696 4.2824 3.5979 1.090
O -2.8158 4.8566 2.7910 -0.565
O -2.1284 3.5130 4.7893 -0.546
O -0.7361 3.4295 2.6247 -0.007
H 0.6620 2.6148 3.8941 0.033
H 1.1618 3.2367 2.3343 -0.243
H 1.4049 5.4813 3.1511 0.241
H 1.4266 4.7543 4.6935 0.298
C 1.5919 -4.3026 3.7237 -0.202
C 1.2847 -2.9909 2.8935 0.320
O 2.2236 -2.0031 3.2563 -0.082
S 3.4352 -2.6863 4.2299 1.047
O 3.8588 -1.6855 5.2421 -0.537
O 4.4295 -3.3722 3.3855 -0.550
O 2.3180 -3.8137 4.8247 -0.412
H 2.1176 -5.1164 3.2241 0.291
H 0.7017 -4.6380 4.2559 0.308
H 0.2848 -2.6091 3.0998 0.088
H 1.2191 -3.1082 1.8118 -0.231
C 1.4607 2.8241 -3.6403 -0.116
C 2.3718 3.8747 -4.3518 -0.286
O 3.5929 3.1278 -4.6061 -0.404
S 3.9184 2.3654 -3.1171 1.002
O 4.3757 3.3061 -2.1152 -0.551
O 4.6473 1.1332 -3.3758 -0.611
O 2.3017 1.9711 -2.8779 -0.172
H 0.8750 2.3086 -4.4014 0.133
H 0.7640 3.2084 -2.8953 0.272
H 2.4875 4.7874 -3.7672 0.126
H 1.9688 4.1763 -5.3186 0.395
C 5.2730 1.7157 4.1727 -0.594
C 3.7954 1.4442 3.9791 -0.004
O 3.4310 2.1761 2.8464 -0.129
S 4.6782 2.4130 1.7999 1.162
O 4.8582 3.8462 1.4282 -0.580
O 4.6723 1.4786 0.6709 -0.534
O 5.7915 1.8987 2.8335 -0.360
H 5.7492 0.9817 4.8227 0.375
H 5.3331 2.6928 4.6521 0.353
H 3.2558 1.6738 4.8979 0.385
H 3.6276 0.3976 3.7251 -0.008
C -2.4961 1.0688 -4.0099 0.037
C -3.3702 2.2232 -3.6112 -0.234
O -4.6882 1.6950 -3.4272 -0.420
S -4.7293 0.0599 -3.7454 1.146
O -4.9736 -0.2390 -5.1512 -0.566
O -5.4325 -0.5670 -2.6731 -0.553
O -3.0901 -0.0404 -3.4400 0.090
H -1.4501 1.1701 -3.7204 -0.261
H -2.5195 0.9702 -5.0951 0.335
H -3.4423 2.8998 -4.4628 0.301
H -3.0726 2.7417 -2.6998 0.181
```

Its net charge is 0. As for the spin multiplicity: 1. As for the HOMO energy: -10.1 eV. The gap between HOMO and LUMO comes out at 9.952 eV. Its LUMO energy is -0.13 eV. As for the structure (SMILES): C[N+](=O)[O-].C[N+](=O)[O-].O=S1(=O)OCCO1.O=S1(=O)OCCO1.O=S1(=O)OCCO1.O=S1(=O)OCCO1.O=S1(=O)OCCO1.O=C1CCCO1.O=C1CCCO1.O=C1CCCO1.O=C1CCCO1.